1.
Molecular formula: C20H25B2F23O10Sn
Method: DFT, wB97M-V/def2-TZVPD

Structure (ORCA input):
```
! RIJCOSX wB97M-V def2-TZVPD def2/J DEFGRID3
* xyz 0 1
Sn -2.56 -0.31 0.75
B 0.45 -0.21 0.05
F -0.37 0.23 -1.02
F 0.20 0.58 1.18
F -0.08 -1.50 0.35
F 1.77 -0.23 -0.35
B -3.88 0.85 -2.35
F -2.57 0.32 -2.42
F -4.67 0.02 -1.50
F -3.85 2.15 -1.81
F -4.42 0.88 -3.63
C 3.48 -1.90 2.87
C 2.05 -1.58 3.32
O 1.25 -2.67 2.83
C -0.05 -2.55 2.75
O -0.68 -1.59 3.10
C -0.72 -3.83 2.23
F -1.74 -3.50 1.43
F 0.14 -4.59 1.55
F -1.20 -4.55 3.24
H 3.72 -2.90 3.21
H 4.17 -1.17 3.27
H 3.50 -1.85 1.78
H 1.74 -0.62 2.93
H 2.06 -1.63 4.41
C -0.20 3.42 -1.52
C 0.40 3.67 -0.15
O -0.46 4.53 0.64
C -1.51 3.99 1.20
O -1.94 2.87 1.16
C -2.27 5.06 2.04
F -3.58 4.90 1.86
F -2.02 4.87 3.35
F -1.90 6.30 1.72
H -1.00 2.67 -1.52
H 0.61 2.95 -2.09
H -0.57 4.33 -1.99
H 1.34 4.20 -0.23
H 0.63 2.75 0.37
C 2.78 0.88 -3.73
C 3.99 0.04 -3.34
O 4.44 -0.64 -4.51
C 5.46 -1.47 -4.40
O 6.24 -1.51 -3.48
C 5.64 -2.35 -5.66
F 6.23 -1.65 -6.63
F 6.44 -3.37 -5.38
F 4.46 -2.82 -6.07
H 1.85 0.31 -3.69
H 2.94 1.48 -4.61
H 2.57 1.53 -2.87
H 3.55 -0.66 -2.62
H 4.77 0.57 -2.81
C 1.84 -3.06 -3.24
C 0.65 -2.73 -2.35
O -0.55 -3.16 -3.01
C -1.70 -3.02 -2.41
O -1.90 -2.58 -1.30
C -2.88 -3.51 -3.26
F -3.66 -4.36 -2.60
F -3.59 -2.43 -3.60
F -2.49 -4.10 -4.40
H 1.81 -2.40 -4.11
H 1.77 -4.11 -3.50
H 2.80 -2.92 -2.74
H 0.59 -1.66 -2.18
H 0.76 -3.18 -1.36
C -4.88 2.02 5.44
C -3.97 2.90 4.61
O -2.58 2.64 4.89
C -1.97 1.69 4.23
O -2.52 0.87 3.54
C -0.48 1.57 4.63
F -0.06 2.61 5.35
F -0.29 0.46 5.34
F 0.26 1.49 3.53
H -4.91 2.37 6.47
H -4.56 0.98 5.40
H -5.89 2.07 5.03
H -4.07 3.95 4.89
H -4.15 2.83 3.54
*
```

## Properties
Energy relative to the best compared isomer or geometry (same formula, charge and spin) ... 0.0 kcal per mole
HOMO energy ... -0.414 Eh
E_LUMO ... -2.902 eV

2.
Molecular formula: C20H25BBr4NO10P
Method: DFT, wB97M-V/def2-TZVPD

Structure (ORCA input):
```
! RIJCOSX wB97M-V def2-TZVPD def2/J DEFGRID3
* xyz 0 1
C 5.44 -1.18 1.47
C 4.16 -2.20 1.17
O 4.27 -2.68 -0.22
C 3.06 -3.42 -0.64
C 1.87 -2.32 -0.94
C 0.41 -2.51 -0.56
O 0.03 -3.79 0.09
C -0.60 -4.61 -0.99
C 0.53 -5.42 -1.89
C -0.71 -1.32 -0.86
O -1.99 -1.54 -1.16
C -0.11 0.23 -0.79
C 1.44 0.43 -1.26
C 2.14 1.92 -1.25
C 1.29 3.27 -0.76
P 2.25 4.92 -0.76
O 3.16 4.97 0.54
O 1.29 6.34 -1.04
O 3.38 4.82 -2.12
C -0.27 3.04 -0.29
B -1.18 4.32 0.25
O -1.56 4.53 1.67
O -1.65 5.26 -0.83
C -1.00 1.54 -0.30
N -2.41 1.27 0.16
C -3.34 1.62 -0.83
O -4.33 2.34 -1.42
C 2.32 -0.90 -1.71
O 3.32 -0.81 -2.59
H 5.10 -0.05 1.58
H 6.01 -1.46 2.47
H 6.22 -1.18 0.57
H 4.22 -3.04 1.98
H 3.20 -1.56 1.39
H 3.28 -4.10 -1.59
H 2.70 -4.14 0.23
H -1.22 -3.97 -1.75
H -1.35 -5.38 -0.50
H -0.09 -5.97 -2.75
H 1.28 -4.69 -2.42
H 1.05 -6.25 -1.24
H 3.27 2.04 -1.59
H 1.47 6.92 -0.22
H 2.80 4.55 -2.91
H -1.50 3.65 2.14
H -2.00 6.06 -0.33
Br 0.94 -2.35 1.55
C 1.54 -3.40 3.08
C 0.80 -3.00 4.34
Br 1.47 -1.32 5.05
H 2.62 -3.27 3.16
H 1.32 -4.44 2.82
H 0.96 -3.74 5.13
H -0.28 -2.88 4.19
Br -9.49 2.82 0.94
C -8.72 3.59 -0.68
C -7.64 2.69 -1.24
Br -5.99 2.85 -0.22
H -8.36 4.59 -0.42
H -9.55 3.67 -1.38
H -7.37 3.00 -2.26
H -7.91 1.63 -1.25
*
```

## Properties
Energy relative to the best compared isomer or geometry (same formula, charge and spin) ... 390.3 kcal per mole
HOMO energy ... -0.316 Eh
E_LUMO ... -2.184 eV

3.
Molecular formula: C20H25BN2O3S
Method: DFT, wB97M-V/def2-TZVPD

Structure (ORCA input):
```
! RIJCOSX wB97M-V def2-TZVPD def2/J DEFGRID3
* xyz 0 1
C 4.11 -1.57 2.36
C 3.77 -0.27 1.71
O 2.74 0.29 1.91
O 4.70 0.26 0.88
C 4.44 -0.02 -0.51
C 5.11 1.05 -1.36
C 4.15 2.13 -1.85
C 3.23 2.70 -0.75
C 1.76 2.35 -0.97
C 0.80 3.36 -0.32
C -0.57 2.76 -0.04
C -1.24 3.08 1.14
C -2.47 2.50 1.43
C -3.04 1.62 0.52
C -2.39 1.31 -0.67
C -1.15 1.88 -0.95
N -3.00 0.41 -1.58
C -3.44 -0.79 -1.01
C -3.11 -2.03 -1.56
C -3.56 -3.20 -0.98
C -4.35 -3.17 0.18
B -4.83 -4.49 0.89
N -3.86 -5.57 1.14
O -6.13 -4.65 1.32
C -4.68 -1.93 0.74
C -4.23 -0.76 0.14
S -4.61 0.84 0.81
H 4.17 -2.34 1.60
H 5.08 -1.52 2.84
H 3.35 -1.83 3.08
H 4.88 -0.99 -0.76
H 3.37 -0.04 -0.70
H 5.96 1.45 -0.80
H 5.54 0.54 -2.22
H 4.76 2.96 -2.22
H 3.57 1.74 -2.68
H 3.32 3.79 -0.76
H 3.56 2.36 0.23
H 1.56 1.36 -0.56
H 1.56 2.27 -2.04
H 1.22 3.59 0.65
H 0.70 4.25 -0.95
H -0.81 3.76 1.86
H -3.02 2.72 2.33
H -0.68 1.62 -1.88
H -2.44 0.26 -2.40
H -2.49 -2.04 -2.44
H -3.28 -4.15 -1.40
H -2.99 -5.35 0.66
H -3.61 -5.55 2.12
H -6.13 -5.08 2.18
H -5.28 -1.88 1.63
*
```

## Properties
HOMO energy ... -0.280 Eh
SMILES ... CC(=O)OCCCCCCc1ccc2c(c1)Nc1ccc(B(N)O)cc1S2
E_LUMO ... 0.444 eV

4.
Molecular formula: C20H25BN7O4OsS4
Method: DFT, wB97M-V/def2-TZVPD

Structure (ORCA input):
```
! RIJCOSX wB97M-V def2-TZVPD def2/J DEFGRID3
* xyz 1 5
Os 1.26 0.98 1.45
N 1.54 2.84 2.55
C 2.99 3.09 2.69
C 3.76 1.78 2.72
O 4.86 1.70 3.18
O 3.12 0.76 2.16
H 1.07 3.63 2.13
H 1.11 2.72 3.47
H 3.23 3.69 3.57
H 3.32 3.63 1.80
C -1.22 -3.52 -2.16
N -0.21 -2.48 -2.33
C 1.12 -2.67 -2.33
C 1.70 -1.45 -2.64
N 0.73 -0.55 -2.84
B 0.98 0.86 -3.53
N 0.31 2.01 -2.72
C -0.72 2.78 -3.18
C -0.96 3.76 -2.28
N -0.06 3.58 -1.26
C 0.03 4.42 -0.08
C 0.71 2.51 -1.54
S 2.08 1.97 -0.62
C -0.48 -1.17 -2.66
S -1.99 -0.51 -2.80
H -0.81 -4.29 -1.50
H -1.47 -3.95 -3.13
H -2.10 -3.08 -1.71
H 1.57 -3.62 -2.12
H 2.74 -1.18 -2.73
H 2.16 1.01 -3.59
H 0.43 0.81 -4.60
H -1.20 2.56 -4.12
H -1.68 4.56 -2.28
H -0.31 5.42 -0.34
H 1.07 4.47 0.23
H -0.60 4.02 0.72
O -2.88 -2.60 1.58
C -3.46 -1.43 1.24
C -4.84 -1.44 1.06
C -5.51 -0.29 0.71
C -4.82 0.91 0.55
C -3.46 0.93 0.74
C -2.75 -0.23 1.07
C -1.29 -0.15 1.22
O -0.74 1.03 1.20
N -0.60 -1.25 1.34
N 0.78 -0.99 1.41
C 1.51 -2.07 1.56
S 3.24 -2.03 1.62
C 3.42 -3.82 1.43
C 2.28 -4.48 2.18
S 0.75 -3.63 1.72
H -1.92 -2.44 1.69
H -5.37 -2.38 1.20
H -6.58 -0.31 0.57
H -5.35 1.82 0.29
H -2.90 1.85 0.62
H 4.39 -4.09 1.85
H 3.40 -4.08 0.38
H 2.41 -4.40 3.26
H 2.17 -5.53 1.91
*
```

## Properties
Energy relative to the best compared isomer or geometry (same formula, charge and spin) ... 21.7 kcal per mole
Expectation value of S² ... 6.03
HOMO energy (alpha / beta) ... -0.322 / -0.319 Eh
E_LUMO (alpha / beta) ... -3.510 / -6.152 eV

5.
Molecular formula: C20H25Br30F3N3OSi
Method: DFT, wB97M-V/def2-TZVPD

Structure (ORCA input):
```
! RIJCOSX wB97M-V def2-TZVPD def2/J DEFGRID3
* xyz 1 1
C -1.59 4.66 1.65
Si -3.05 3.38 1.82
C -4.49 4.38 2.70
C -3.78 2.79 0.14
N -2.59 2.07 2.96
C -2.47 2.33 4.47
N -2.04 1.04 5.15
N -1.91 0.06 4.15
C -1.45 -1.31 4.60
C -2.35 -2.56 4.04
O -3.57 -2.45 3.45
Br -1.56 -4.42 4.30
C -2.22 0.62 2.78
C -2.16 -0.18 1.35
C -0.75 -1.06 1.19
C -0.08 -0.66 -0.29
F 0.22 0.82 -0.37
Br -1.31 -1.27 -1.79
C 1.40 -1.39 -0.52
F 1.76 -1.31 -1.97
F 1.34 -2.79 -0.02
Br 2.71 -0.23 0.54
H -1.90 5.57 0.95
H -1.34 5.12 2.72
H -0.59 4.19 1.25
H -4.17 4.72 3.78
H -4.78 5.25 1.97
H -5.39 3.59 2.76
H -4.63 1.99 0.22
H -4.13 3.77 -0.44
H -2.87 2.37 -0.51
H -2.67 3.41 4.91
H -1.56 -1.32 5.79
H -0.28 -1.43 4.40
H -2.20 0.50 0.39
H -3.03 -0.96 1.34
H -0.02 -0.82 2.08
H -0.98 -2.23 1.13
C 4.42 -3.43 -2.28
Br 4.80 -4.59 -0.77
Br 5.78 -2.05 -2.49
Br 4.14 -4.43 -3.92
H 3.48 -2.91 -2.06
C -7.68 5.27 0.42
Br -6.68 4.20 -0.86
Br -8.67 4.16 1.67
Br -6.54 6.55 1.34
H -8.42 5.85 -0.14
C 6.22 2.08 -3.09
Br 4.94 2.06 -4.54
Br 5.44 1.43 -1.42
Br 7.85 1.11 -3.54
H 6.51 3.12 -2.92
C -5.27 -2.83 -1.29
Br -4.98 -4.50 -2.26
Br -4.63 -2.93 0.54
Br -4.52 -1.31 -2.24
H -6.35 -2.68 -1.25
C 2.21 -7.44 -5.77
Br 0.92 -7.45 -7.23
Br 1.42 -8.08 -4.11
Br 3.83 -8.41 -6.23
H 2.49 -6.39 -5.61
C -0.61 -3.51 -6.05
Br -2.35 -3.18 -5.25
Br -0.22 -2.24 -7.47
Br 0.80 -3.56 -4.72
H -0.65 -4.50 -6.51
C -2.23 2.47 -3.96
Br -3.97 2.79 -3.15
Br -1.84 3.74 -5.38
Br -0.82 2.42 -2.62
H -2.27 1.47 -4.42
C 8.28 -0.78 1.32
Br 6.39 -0.97 0.90
Br 8.79 1.08 1.53
Br 8.79 -1.85 2.86
H 8.84 -1.17 0.46
C 8.63 0.94 5.84
Br 6.92 1.13 4.94
Br 9.75 2.51 5.61
Br 8.41 0.47 7.71
H 9.15 0.10 5.36
*
```

## Properties
HOMO energy ... -0.422 Eh
E_LUMO ... -3.844 eV

6.
Molecular formula: C20H25BrClF5N2O16P
Method: DFT, wB97M-V/def2-TZVPD

Structure (ORCA input):
```
! RIJCOSX wB97M-V def2-TZVPD def2/J DEFGRID3
* xyz 1 1
C 0.97 0.15 -0.53
N 2.12 -0.47 -1.24
C 2.81 0.47 -2.17
C 1.78 -1.76 -1.87
O 2.46 -2.76 -1.51
C 0.65 -2.01 -2.98
N -0.72 -1.80 -2.38
C -1.69 -0.98 -2.82
Br -1.54 0.16 -4.41
C -2.86 -1.17 -1.75
P -4.60 -0.53 -2.09
O -5.08 0.12 -0.76
O -5.70 -1.80 -2.40
O -4.63 0.69 -3.26
C -2.67 -2.66 -1.14
F -3.14 -2.58 0.21
C -1.04 -2.62 -1.17
Cl -0.60 -4.40 -1.14
H 1.30 1.17 -0.09
H 0.59 -0.46 0.37
H 0.06 0.37 -1.20
H 3.75 -0.02 -2.62
H 3.21 1.34 -1.52
H 2.14 0.93 -2.98
H 0.69 -3.13 -3.27
H 0.81 -1.43 -3.95
H -2.50 -0.48 -0.89
H -6.58 -1.35 -2.29
H -4.00 1.42 -3.05
H -3.10 -3.53 -1.73
H -0.49 -2.22 -0.25
C -4.41 -1.80 2.80
C -5.36 -1.94 3.94
O -4.54 -1.74 5.08
C -3.53 -0.92 4.65
O -2.80 -0.32 5.39
O -3.47 -0.85 3.29
F -5.88 -3.19 4.00
H -3.89 -2.73 2.56
H -4.90 -1.43 1.89
H -6.17 -1.20 3.95
C -4.88 -4.89 7.29
C -3.82 -3.85 7.52
O -2.80 -4.57 8.18
C -2.91 -5.86 7.73
O -2.06 -6.69 7.86
O -4.11 -6.07 7.12
F -4.26 -2.88 8.35
H -5.54 -5.01 8.16
H -5.48 -4.67 6.41
H -3.42 -3.41 6.61
C 4.59 5.55 -0.67
C 3.51 5.04 -1.57
O 3.68 3.64 -1.52
C 4.22 3.38 -0.29
O 4.25 2.29 0.21
O 4.70 4.50 0.30
F 3.70 5.46 -2.84
H 5.54 5.67 -1.18
H 4.32 6.49 -0.19
H 2.49 5.29 -1.24
C 7.71 4.07 -4.86
C 6.40 4.38 -4.20
O 6.41 5.79 -4.11
C 7.16 6.21 -5.17
O 7.17 7.33 -5.58
O 7.89 5.19 -5.71
F 6.37 3.88 -2.94
H 8.54 4.01 -4.15
H 7.67 3.14 -5.44
H 5.52 4.05 -4.75
*
```

## Properties
HOMO energy ... -0.457 Eh
E_LUMO ... -5.748 eV

7.
Molecular formula: C20H25BrN5O7S2
Method: DFT, wB97M-V/def2-TZVPD

Structure (ORCA input):
```
! RIJCOSX wB97M-V def2-TZVPD def2/J DEFGRID3
* xyz -1 1
O 1.78 -2.55 -0.93
O -1.47 -1.42 1.49
O -4.91 2.81 3.65
O -2.50 2.47 -1.24
O 1.57 0.43 2.07
O 0.61 0.20 -0.15
O -5.50 4.44 2.27
Br -0.49 -7.67 -3.68
N 0.24 -6.19 0.15
S 0.47 -4.99 -2.16
C 1.30 -2.79 0.17
C -2.32 -0.53 1.59
C -4.65 3.74 2.85
C -3.28 2.59 -0.30
C 0.55 -5.04 -0.40
C -0.10 -7.11 -0.83
C -0.05 -6.65 -2.12
C 5.72 -0.03 0.43
C 5.88 0.33 -0.91
C 4.44 -0.25 0.95
C 3.49 0.22 -1.22
C 4.76 0.46 -1.75
C 3.32 -0.13 0.12
N 0.87 -4.05 0.49
N -4.35 3.39 -0.37
N -2.25 0.58 0.86
N 1.35 -1.91 1.19
C -3.46 -0.72 2.57
C -4.72 4.21 -1.52
C 5.11 -0.39 -4.06
C -3.18 3.98 2.48
C 4.92 0.85 -3.20
C -2.43 2.69 2.10
C -3.08 1.80 1.02
S 1.62 -0.30 0.79
H -0.40 -8.13 -0.60
H 6.59 -0.12 1.08
H 6.88 0.51 -1.31
H 4.31 -0.50 2.00
H 2.61 0.32 -1.87
H 0.65 -4.23 1.46
H -4.91 3.52 0.48
H -1.48 0.65 0.21
H 0.52 -1.95 1.77
H -3.36 -1.68 3.07
H -3.46 0.08 3.30
H -4.41 -0.70 2.02
H -5.58 3.76 -2.03
H -3.89 4.29 -2.22
H -5.00 5.21 -1.18
H 6.00 -0.95 -3.76
H 4.23 -1.05 -3.97
H 5.22 -0.11 -5.11
H -2.67 4.44 3.32
H -3.12 4.68 1.64
H 5.79 1.51 -3.31
H 4.04 1.41 -3.53
H -2.31 2.10 3.01
H -1.43 2.97 1.77
H -4.07 1.52 1.37
*
```

## Properties
Energy relative to the best compared isomer or geometry (same formula, charge and spin) ... 0.0 kcal per mole
HOMO energy ... -0.178 Eh
E_LUMO ... 1.805 eV